Record 1
This record from the Open Molecules 2025 dataset describes a cluster of 2 separate species, C5H10N2O in total at a distorted geometry. The level of theory is ωB97M-V/def2-TZVPD.

ORCA input file:
```
! RIJCOSX wB97M-V def2-TZVPD def2/J DEFGRID3
* xyz 0 1
C -2.56935 -3.19639 1.74827
H -0.82165 0.13104 -0.72410
N -1.45325 -2.46475 1.78723
H -0.24971 0.55527 0.91975
H -3.89595 -3.71295 0.26858
H -2.11542 -2.70511 -1.47464
C 0.14163 -1.53464 0.16177
O -8.17161 -5.76324 0.65449
H -9.11927 -5.97500 0.49523
H 0.53892 -1.89898 -0.80511
C -2.06592 -2.68973 -0.38587
H 0.92834 -1.68311 0.92630
N -3.01362 -3.23506 0.46772
H 0.92039 0.42877 -0.43088
H -8.18572 -4.89337 1.11426
H -3.13248 -3.62491 2.57733
C -1.11925 -2.21359 0.47029
C 0.00000 0.00000 0.00000
*
```

Properties
DFT total energy: -381.2609 Ha
orbital gap: 9.126 eV
structure (SMILES): CCc1c[nH]cn1.O
HOMO energy: -8.607 eV
LUMO: 0.5 eV

***

Record 2
This record from the Open Molecules 2025 dataset describes an isolated molecule of C5H10N2O at a distorted geometry. The level of theory is ωB97M-V/def2-TZVPD.

ORCA input file:
```
! RIJCOSX wB97M-V def2-TZVPD def2/J DEFGRID3
* xyz 0 1
C 1.00917 -0.55698 0.16038
H 2.63116 -1.62202 -0.93331
O 0.82256 1.90342 0.19166
H 2.20887 -1.43276 1.77881
H -2.94132 0.59902 0.07573
N -2.79335 -0.42887 0.18132
H 2.29093 0.13811 -1.36846
C 1.35707 -0.86348 1.43476
H -2.78417 -0.56928 1.20389
C 1.86037 -0.84026 -1.07240
H 0.70082 2.81807 -0.11960
N -0.40293 1.35827 -0.22514
H -1.70537 -0.56118 -1.49971
C -1.50174 -0.74563 -0.45336
C -0.28896 0.06570 -0.12714
H -1.16924 -1.87353 -0.25107
H 1.24294 -1.14298 -1.91831
H 0.70344 -0.44267 2.15212
*
```

Properties
DFT total energy: -381.1630 Ha
orbital gap: 10.231 eV
structure (SMILES): C=C(C)/C(CN)=N\O
HOMO energy: -9.307 eV
LUMO: 0.9 eV

***

Record 3
This record from the Open Molecules 2025 dataset describes an isolated molecule of C5H10N2O at a distorted geometry. The level of theory is ωB97M-V/def2-TZVPD.

ORCA input file:
```
! RIJCOSX wB97M-V def2-TZVPD def2/J DEFGRID3
* xyz 0 1
H -0.33029 -1.22417 1.76632
H 1.61393 0.03483 -1.36248
O 0.02878 2.40515 1.60466
C 1.30630 0.35669 -0.34428
C 1.62484 -0.71681 0.67082
H -0.14892 -1.80079 0.14066
H 2.27383 -1.37758 0.18189
C -0.71348 1.61753 1.14812
N -1.43138 -0.76324 -1.74071
N -1.20390 0.43498 -0.91688
H 1.95808 -0.52672 1.71427
H -2.12881 -0.44763 -2.30660
C -0.16644 0.32411 0.07153
C 0.11845 -0.98810 0.84310
H -1.80437 1.50971 1.34221
H -2.03919 0.70420 -0.40046
H -0.66977 -0.88334 -2.30669
H 1.71234 1.34119 -0.10549
*
```

Properties
DFT total energy: -381.1349 Ha
orbital gap: 9.243 eV
structure (SMILES): NNC1(C=O)CCC1
HOMO energy: -8.270 eV
LUMO: 1.0 eV

***

Record 4
This record from the Open Molecules 2025 dataset describes an isolated molecule of C5H10N2O at a distorted geometry. The level of theory is ωB97M-V/def2-TZVPD.

ORCA input file:
```
! RIJCOSX wB97M-V def2-TZVPD def2/J DEFGRID3
* xyz 0 1
H 1.30371 -2.06906 0.33446
O -2.67632 1.25598 -0.27744
C -0.53920 -1.03383 -0.80379
H 1.40639 2.89146 -0.09923
C -1.69457 0.79626 0.16624
C -1.55149 -0.65680 0.16994
H -0.87665 -0.83554 -1.83930
C 1.12935 -0.82056 0.46630
H -2.56489 -0.96157 0.01288
N 0.75195 1.05270 -0.73225
H 2.44165 1.57010 0.56418
H -0.88801 1.56761 0.70803
H -0.41935 -2.05410 -0.95784
C 1.64661 1.79322 -0.15784
H -1.10513 -1.03121 1.05054
H 2.32561 -0.63511 0.79009
H 0.45271 -0.41646 1.38083
N 0.85763 -0.41308 -0.77580
*
```

Properties
DFT total energy: -381.0609 Ha
orbital gap: 9.882 eV
structure (SMILES): C=NN(C)CCC=O
HOMO energy: -9.177 eV
LUMO: 0.7 eV

***

Record 5
This record from the Open Molecules 2025 dataset describes a cluster of 2 separate species, C5H10N2O in total at a distorted geometry. The level of theory is ωB97M-V/def2-TZVPD.

ORCA input file:
```
! RIJCOSX wB97M-V def2-TZVPD def2/J DEFGRID3
* xyz 0 1
C -0.61084 1.13243 -0.89630
H 2.09002 -0.91167 0.40154
C -0.03022 0.07669 1.93812
N 0.80872 -0.26962 2.81839
H 1.12060 -2.28359 0.92225
C -0.00945 -0.54381 0.58716
H 0.69568 0.24360 3.69257
H 0.46169 0.98808 -0.33970
H -0.81419 0.83357 2.06965
C 1.14513 -1.42699 0.24579
H 0.18007 1.56945 -2.82679
N -1.13313 -0.64278 -0.13274
O -1.34082 1.99965 -0.45375
C -0.40597 0.78480 -2.35193
H 0.11346 -0.16398 -2.44618
H -1.38313 0.70583 -2.82478
H 1.06232 -1.79172 -0.77360
H -1.94994 -0.29997 0.37029
*
```

Properties
DFT total energy: -381.1592 Ha
orbital gap: 8.551 eV
structure (SMILES): [H]/N=C(C)\C=N\[H].CC=O
HOMO energy: -9.083 eV
LUMO: -0.5 eV

***

Record 6
This record from the Open Molecules 2025 dataset describes an isolated molecule of C5H10N2O at a distorted geometry. The level of theory is ωB97M-V/def2-TZVPD.

ORCA input file:
```
! RIJCOSX wB97M-V def2-TZVPD def2/J DEFGRID3
* xyz 0 1
H -1.09015 -1.11669 1.64701
C -2.49497 -0.30110 0.34203
C 1.18417 0.52575 0.76724
H -0.63243 -1.23440 -1.48662
H 2.01884 0.56521 -2.03130
H 0.03368 0.86743 -1.03975
C 0.70652 0.10306 -0.60337
H -3.25586 -0.00160 1.04354
O 1.97467 -0.16195 1.37470
C -0.31064 -1.11624 -0.45580
H 1.50349 -0.91751 -2.18073
H -2.67746 -0.11521 -0.71182
N 0.60421 1.61933 1.35443
N 1.81160 -0.26319 -1.47114
H 1.15094 1.86748 2.17861
H 0.43461 2.44486 0.82190
H 0.34204 -1.94873 -0.17805
C -1.30328 -0.81650 0.62912
*
```

Properties
DFT total energy: -381.2467 Ha
orbital gap: 10.341 eV
structure (SMILES): C=CC[C@H](N)C(N)=O
HOMO energy: -9.551 eV
LUMO: 0.8 eV

***

Record 7
This record from the Open Molecules 2025 dataset describes a cluster of 3 separate species, C5H10N2O2 in total at a distorted geometry. The level of theory is ωB97M-V/def2-TZVPD.

ORCA input file:
```
! RIJCOSX wB97M-V def2-TZVPD def2/J DEFGRID3
* xyz 0 1
O 1.07651 1.26826 1.38322
H 1.97176 -3.23432 0.03123
H 0.91802 -1.92804 1.45668
H -2.61121 -1.54250 1.06751
N 1.34472 -0.96791 -0.72956
C 0.47733 1.33034 0.30086
H 1.56907 1.60518 -1.18499
C 1.99547 -1.97263 0.24547
H 0.94416 3.55513 -0.64316
C -0.62311 0.12468 -0.22500
C -3.01606 -0.75042 0.17069
N -0.03465 -1.14620 -0.39859
H -3.20795 -1.46039 -0.81419
H -3.90434 -0.10257 0.41930
H 1.39833 -1.18387 -1.74327
O -1.80343 0.24296 0.12199
H 3.40022 -1.32016 0.76259
C 0.57272 2.31711 -0.78173
H -0.27118 2.02602 -1.75805
*
```

Properties
DFT total energy: -456.0845 Ha
orbital gap: 8.850 eV
HOMO energy: -8.259 eV
LUMO: 0.6 eV

***

Record 8
This record from the Open Molecules 2025 dataset describes an isolated molecule of C5H10N2O2 at a distorted geometry. The level of theory is ωB97M-V/def2-TZVPD.

ORCA input file:
```
! RIJCOSX wB97M-V def2-TZVPD def2/J DEFGRID3
* xyz 0 1
H 1.53767 -1.17540 -0.48354
C 1.12802 -0.30977 0.05499
H -1.25460 -0.35913 1.54009
H -3.00765 -1.05943 -0.55610
C -2.49600 0.53795 0.17996
H -1.17424 -2.31779 0.62037
H 2.47173 1.59733 0.19295
N -0.21484 0.21991 -0.39242
H 1.28033 -0.28545 1.12245
O -3.34372 -0.08849 -0.62868
C 0.34123 1.63566 -0.26680
H -1.14899 -1.94526 -0.95034
H 0.17757 2.19824 0.67782
C -1.30317 -0.27022 0.42440
N -1.58286 -1.74090 -0.05770
C 1.71378 1.11173 -0.38029
H -0.03057 2.31714 -0.98211
O -2.63766 1.68652 0.53821
H 1.99819 1.22236 -1.42219
*
```

Properties
DFT total energy: -456.4588 Ha
orbital gap: 10.413 eV
structure (SMILES): N[C@H](C(=O)O)N1CCC1
HOMO energy: -9.657 eV
LUMO: 0.8 eV

***

Record 9
This record from the Open Molecules 2025 dataset describes an isolated molecule of C5H10N2O3 at a distorted geometry. The level of theory is ωB97M-V/def2-TZVPD.

ORCA input file:
```
! RIJCOSX wB97M-V def2-TZVPD def2/J DEFGRID3
* xyz 0 1
N -1.34193 0.11762 -0.40634
C 0.87091 -2.26450 0.57533
H -1.06018 -0.11221 -1.36405
O -1.32417 3.05499 -1.04241
H -2.16762 0.63681 -0.56681
H -0.55963 -3.43978 -0.17501
C -0.30118 2.21508 -1.06340
H -0.43513 1.49649 0.95149
O 1.74702 -3.11903 0.43998
H 0.15736 -0.73577 1.77647
H -0.93763 -1.70357 0.19393
N -0.37001 -2.51719 0.16752
C 1.13136 0.43244 0.15525
C -0.21454 1.11569 -0.04916
H 1.79014 1.20218 0.60145
H 1.87194 -0.69992 1.78978
O 0.52778 2.29897 -1.91832
H -1.90437 2.75626 -0.36656
C 1.02404 -0.82624 1.13248
H 1.49585 0.09167 -0.83161
*
```

Properties
DFT total energy: -531.7632 Ha
orbital gap: 9.651 eV
structure (SMILES): NC(=O)CC[C@H](N)C(=O)O
HOMO energy: -9.501 eV
LUMO: 0.2 eV

***

Record 10
This record from the Open Molecules 2025 dataset describes an isolated molecule of C5H10N2O3S at a distorted geometry. The level of theory is ωB97M-V/def2-TZVPD.

ORCA input file:
```
! RIJCOSX wB97M-V def2-TZVPD def2/J DEFGRID3
* xyz 0 1
H 3.61913 -1.29454 0.87954
H -3.22224 -2.26979 -0.52543
H -2.33514 1.97062 0.52833
C 2.36561 -0.76360 -0.58969
N 3.65561 -0.65919 0.07907
H 2.33694 -0.11302 -1.47448
H -2.10558 1.61843 -1.13965
C -1.62639 1.60478 -0.16500
H -0.17559 -0.93605 -1.19986
O -3.45240 -0.53311 0.87722
H 2.17761 -1.76970 -0.91707
O -2.41085 -1.75291 -0.68757
H 3.65572 0.28916 0.49196
S -0.27570 2.81977 -0.29116
O 1.33463 0.22202 1.36804
C -1.25157 0.13361 0.28433
H 0.09103 2.74819 0.98634
C 1.16360 -0.33203 0.27140
H -0.98310 0.23565 1.33558
N -0.05873 -0.47574 -0.29469
C -2.50259 -0.74255 0.18279
*
```

Properties
DFT total energy: -929.9719 Ha
orbital gap: 9.656 eV
structure (SMILES): NCC(=O)N[C@@H](CS)C(=O)O
HOMO energy: -9.287 eV
LUMO: 0.4 eV

***

Record 11
This record from the Open Molecules 2025 dataset describes a cluster of 2 separate species, C5H10N2O6 in total at a distorted geometry. The level of theory is ωB97M-V/def2-TZVPD.

ORCA input file:
```
! RIJCOSX wB97M-V def2-TZVPD def2/J DEFGRID3
* xyz 0 1
O -1.49439 -2.75890 -0.63444
H 0.62753 -2.16168 -1.15053
H 1.75136 -0.76156 -1.21533
O -2.79757 -2.23686 1.09788
H -1.76862 0.37457 -1.77567
H -1.51086 1.46859 1.38951
O -1.06935 -0.83933 0.60278
N 3.51594 0.74895 2.70727
O 4.05937 1.47668 3.43609
O 0.98055 1.00623 1.28071
H -1.75018 2.12488 -0.30357
H 0.71814 1.66155 -0.72197
H -0.64883 2.89464 0.81549
H -1.17697 -1.28802 -2.10324
C -0.89814 -0.27939 -1.80743
C 0.98323 -1.27500 -0.63145
H 1.41360 -1.54806 0.32849
N -1.90119 -2.09598 0.29243
O 2.22276 0.68916 0.84919
H -0.19050 0.11740 -2.54935
C 0.16335 1.10925 0.06030
C -0.20139 -0.35094 -0.47256
C -1.02783 1.92382 0.50539
*
```

Properties
DFT total energy: -757.0892 Ha
orbital gap (spin up / spin down): 10.610 / 6.977 eV
HOMO energy (spin up / spin down): -10.725 / -8.147 eV
LUMO (spin up / spin down): -0.1 / -1.2 eV

***

Record 12
This record from the Open Molecules 2025 dataset describes an isolated molecule of C5H10N2S at a distorted geometry. The level of theory is ωB97M-V/def2-TZVPD.

ORCA input file:
```
! RIJCOSX wB97M-V def2-TZVPD def2/J DEFGRID3
* xyz 0 1
N -0.35264 -0.16414 0.15670
H 2.74059 -1.18603 0.47998
C 1.11136 -0.05341 0.41145
C -3.10296 -0.99401 0.08158
H -4.18685 -0.92619 -0.02102
C 1.75223 -1.38654 0.07585
H 1.20040 0.34362 1.45281
N 1.64808 1.06738 -0.29680
H 1.81875 1.09928 -1.35008
H -2.79740 -1.15762 1.10798
H -2.86551 -1.78423 -0.77375
C 1.93859 2.22023 0.40578
H 1.33653 -2.26418 0.42203
H -0.71437 1.98105 -0.20351
S -2.65410 0.68688 -0.41630
C -0.95172 0.88825 -0.15725
H 1.84044 -1.29140 -0.95651
H 2.23858 2.92106 -0.41893
*
```

Properties
DFT total energy: -704.0706 Ha
orbital gap: 9.571 eV
HOMO energy: -8.717 eV
LUMO: 0.9 eV